# 1
Entry from the OMol25 dataset: C18H21BiIN2O2 as an isolated structure (ωB97M-V with the def2-TZVPD basis set).

total charge = +1
total energy = -40015.323 eV
highest occupied orbital energy = -0.418 Ha

Atoms and positions in Å:
H 2.611 -4.952 1.131
H 3.886 4.525 1.141
H 1.103 -4.530 1.939
C -3.737 -1.222 -1.230
C -0.320 2.181 -0.031
C -0.076 -3.160 -0.098
C 2.316 3.149 0.705
C 1.974 1.890 0.201
H -1.876 4.628 -0.514
H 1.845 -3.680 -0.908
H 1.522 -6.123 -0.841
H -2.116 4.092 2.231
C -2.042 0.424 -0.407
H -0.153 3.243 -0.207
H 1.532 3.796 1.071
C 4.648 2.700 0.332
C -3.395 0.144 -0.737
C -4.020 2.289 -0.264
O -1.192 -0.594 -0.480
H -4.778 -1.267 -1.531
C -2.426 4.152 0.304
C 3.017 1.069 -0.219
H 2.246 -3.262 1.472
H 0.157 -5.352 -1.647
I 2.460 -0.866 -0.999
H 5.112 0.764 -0.486
N -4.332 1.054 -0.633
H -3.542 -1.973 -0.463
H -0.478 -2.954 -1.086
C 0.674 -5.461 -0.699
C 4.340 1.443 -0.164
C 1.123 -4.093 -0.185
H -0.010 -5.920 0.010
H -0.860 -3.641 0.483
H 5.681 3.001 0.387
C 1.809 -4.218 1.172
H -3.365 4.698 0.439
N 0.683 1.403 0.156
H -3.099 -1.457 -2.081
C -1.687 1.755 -0.123
H -4.850 2.973 -0.168
O -1.595 4.266 1.442
C -2.725 2.716 -0.051
C 3.638 3.547 0.758
Bi 0.299 -1.178 0.881

# 2
Entry from the OMol25 dataset: C18H21BrCrN5O2S as an isolated structure (ωB97M-V with the def2-TZVPD basis set).

total charge = +1
total energy = -139849.491 eV
2S+1 = 5
highest occupied orbital energy (alpha / beta) = -0.397 / -0.427 Ha

Atoms and positions in Å:
H 2.283 3.517 1.151
C 0.634 -1.223 -2.399
H 4.818 3.681 -2.586
H -0.521 -2.325 1.036
O 0.801 -1.347 -0.019
C -1.083 3.720 3.556
H -4.992 -3.273 -1.231
C 4.464 0.420 -1.722
H 0.904 0.812 -2.626
H -5.427 -2.257 0.157
H 4.925 -0.543 -1.894
H 1.642 -1.259 -2.815
N -1.484 -2.652 1.071
H -2.911 2.631 3.865
C 4.409 2.803 -2.105
H 2.821 3.872 -1.147
C 4.987 1.560 -2.315
O 0.567 -3.256 -1.161
C -4.658 -2.456 -0.593
H -3.961 -4.297 1.447
C 0.088 3.762 2.810
H 0.836 4.530 2.967
N 0.249 0.188 -2.168
H -0.663 0.375 -2.566
C -3.227 -4.150 0.652
Cr 0.054 0.497 0.140
H -1.698 -4.424 2.201
C 1.507 2.765 1.022
H -1.096 -4.648 0.545
N -3.405 -2.832 0.033
C -2.383 -2.025 0.313
Br 6.494 1.416 -3.428
H -3.365 -4.929 -0.095
C -1.985 2.705 3.311
H 2.924 -0.350 -0.433
C 0.297 2.794 1.856
C 2.776 1.771 -0.682
C -1.703 1.762 2.332
H -4.513 -1.568 -1.200
H -2.386 0.955 2.107
C -1.784 -4.085 1.173
N -0.583 1.801 1.605
H -0.027 -1.714 -3.106
S -2.272 -0.404 -0.239
N 1.626 1.825 0.175
H -1.283 4.468 4.312
C 3.298 2.908 -1.283
C 3.346 0.527 -0.911
C 0.662 -2.048 -1.112

# 3
Entry from the OMol25 dataset: a 2-piece molecular cluster, C18H21BrF8NO3 overall (ωB97M-V with the def2-TZVPD basis set).

total charge = +1
total energy = -118409.252 eV
highest occupied orbital energy = -0.441 Ha

Atoms and positions in Å:
F 1.135 -3.549 2.154
H -5.413 -1.290 -0.316
C 2.371 0.049 -1.980
C -2.230 4.100 -3.194
F 1.580 -0.051 2.482
C -1.147 0.023 -1.416
H -3.913 2.045 -2.917
H 1.558 0.700 0.075
C 3.771 0.365 -2.044
C -0.499 2.492 -2.142
C -2.524 5.046 -1.906
C -4.644 0.683 0.416
H 3.869 -2.000 5.109
H -3.620 -1.316 0.325
O -2.256 6.441 -1.921
H 4.555 -0.433 -2.291
F 2.646 -4.312 4.186
Br -3.103 -2.444 -2.288
F 4.372 -5.552 2.466
H -1.356 4.514 -3.797
H -5.737 0.861 0.744
H -2.363 6.791 -1.004
C -4.405 -0.739 -0.297
C -2.594 0.375 -1.908
C 1.466 0.974 -1.044
F 3.091 -1.383 1.710
F 4.717 -4.145 4.807
H -4.668 -0.380 -2.572
C 4.333 -4.197 2.503
N -1.820 2.775 -2.619
H 4.132 1.439 -1.900
F 3.557 -3.808 1.475
H 2.023 -0.856 -2.575
C -0.056 1.114 -1.529
H 4.455 -1.640 3.521
H -4.007 0.716 1.381
H -0.910 -1.003 -0.987
H -3.206 4.015 -3.805
C 3.823 -3.720 3.867
C 0.858 -2.243 2.000
O 2.377 -1.613 3.831
C -2.878 1.770 -2.526
H 1.916 2.040 -1.117
H 5.351 -3.840 2.326
O -2.970 4.527 -0.840
C -3.847 -0.628 -1.815
H -4.327 1.592 -0.198
H -0.066 -2.032 2.542
H 0.301 3.304 -2.194
C 3.675 -2.194 4.050
F 0.631 -2.043 0.674
C 2.000 -1.341 2.498

# 4
Entry from the OMol25 dataset: one molecule with the formula C18H21ClN2O5S (ωB97M-V with the def2-TZVPD basis set).

total charge = 0
SMILES = COc1ccc(Cl)cc1S(=O)(=O)N1CCC(C(=O)NCc2ccco2)CC1
energy above the lowest of the compared OMol25 structures with the same formula, charge and spin = 0.081 eV
total energy = -55581.526 eV
highest occupied orbital energy = -0.325 Ha

Atoms and positions in Å:
C 1.983 -0.071 -1.064
C -4.079 1.024 -0.847
H 6.481 -0.677 1.496
O -3.612 -1.301 -2.421
H 0.361 -2.370 -0.810
C 4.309 -0.695 -0.579
C 6.363 2.184 -0.049
H -1.175 1.342 -0.977
H -4.168 0.954 -1.919
N 2.974 -0.297 -0.170
H -4.100 -2.576 1.835
Cl -5.242 3.450 -0.992
H 7.762 1.704 1.552
C -0.470 -1.834 -0.335
C -0.343 0.836 -1.474
O -2.748 -1.015 1.888
H 2.836 -0.080 0.804
H -4.321 -1.425 3.193
N -1.369 -1.406 -1.374
H 0.940 1.287 0.197
H -1.664 -0.107 -2.925
O -3.292 -2.656 -0.392
C -0.856 -0.380 -2.248
H 0.120 1.528 -2.177
H -3.799 1.122 2.993
H -0.033 -0.804 -2.830
O 2.132 -0.242 -2.254
H 4.543 -1.690 -0.186
C -4.542 2.124 -0.144
C -3.883 1.099 1.917
H -1.027 -2.525 0.298
C -3.590 -1.940 2.563
C 5.337 0.274 -0.099
H 4.287 -0.727 -1.672
C -4.450 2.162 1.241
H 6.541 3.188 -0.379
C 0.072 -0.665 0.490
C 6.955 1.422 0.909
H 0.810 -1.048 1.197
S -2.994 -1.471 -1.140
C -3.396 -0.008 1.222
C 6.282 0.176 0.880
O 5.384 1.500 -0.662
H -4.820 3.019 1.782
C -3.510 -0.033 -0.163
H -2.929 -2.544 3.181
H -0.743 -0.223 1.063
C 0.684 0.414 -0.416

# 5
Entry from the OMol25 dataset: one molecule with the formula C18H21ClN2O6S (ωB97M-V with the def2-TZVPD basis set).

total charge = 0
SMILES = COCCn1c(C)cc(C(=O)COC(=O)c2ccc(Cl)c(S(N)(=O)=O)c2)c1C
energy above the lowest of the compared OMol25 structures with the same formula, charge and spin = 2.753 eV
total energy = -57625.969 eV
highest occupied orbital energy = -0.313 Ha

Atoms and positions in Å:
C 1.379 2.561 -4.577
C -0.346 -0.301 0.583
O 1.876 -0.663 -0.104
O -4.193 -3.510 6.677
H -2.013 3.020 -4.485
H 2.102 1.980 -5.178
H 0.647 3.050 -5.140
H 0.785 -1.370 3.793
C -1.337 -1.717 2.242
H -4.848 -4.803 4.715
C 0.258 -2.555 5.494
H 3.193 6.439 -4.342
H -1.749 0.543 -1.638
C -1.876 -3.700 5.289
H 3.294 1.562 -1.802
H 1.530 4.479 -3.605
C -0.642 1.551 -3.392
H -1.353 -0.356 0.123
C 2.907 0.741 -2.505
C 3.744 5.516 -4.366
C 0.838 -0.183 -0.442
C 2.162 3.687 -3.959
H -3.104 -3.082 3.575
C -1.130 -2.301 3.537
C 1.425 0.962 -2.686
Cl -0.462 -4.015 7.612
H 1.116 -2.247 6.078
H 4.225 5.258 -3.439
O -2.894 -5.397 7.271
H -4.319 -6.212 5.289
H 2.754 3.421 -3.133
H -1.321 1.655 -5.436
O 3.136 4.234 -4.911
S -3.211 -4.498 6.138
H 4.553 5.815 -5.058
N -4.010 -5.283 4.944
C -0.824 0.905 -2.153
O -2.451 -1.776 1.737
C 0.528 0.493 -1.763
H 3.136 -0.239 -2.166
C -2.093 -3.110 4.091
C -0.697 -3.398 6.000
O -0.257 -1.449 1.546
C 0.033 -2.054 4.232
H -0.333 0.696 1.129
H -2.548 1.367 -4.251
H 3.355 0.706 -3.491
C -1.672 1.950 -4.423
N 0.707 1.628 -3.651

# 6
Entry from the OMol25 dataset: C18H21CrN4OSe3Te as an isolated structure (ωB97M-V with the def2-TZVPD basis set).

total charge = 0
total energy = -258768.295 eV
2S+1 = 2
highest occupied orbital energy (alpha / beta) = -0.235 / -0.235 Ha

Atoms and positions in Å:
H -2.316 4.322 -1.164
H 0.783 -4.388 -1.573
C -1.204 2.573 -0.679
H 4.176 -4.018 -0.198
H -2.282 0.490 -1.507
H -1.684 2.445 0.281
H 0.450 2.951 -4.136
H 2.207 0.515 4.819
Cr 2.253 0.861 0.290
H 0.875 1.545 5.194
O 1.877 0.529 2.384
H -0.509 2.345 3.439
C -2.691 -0.207 -0.791
H 3.135 -5.083 -1.164
H -1.814 -2.114 1.858
H -1.236 4.610 -3.378
Se 4.711 2.902 -2.027
C -0.477 -0.356 0.408
C 1.133 1.097 3.196
C -0.974 3.772 -2.746
C 2.403 -2.175 -0.053
H 0.439 -4.429 0.175
H 1.091 1.087 -2.678
N 0.050 1.795 2.813
C 0.341 1.799 -2.345
H 0.012 -0.981 1.157
C -4.021 -0.566 -0.875
N 2.189 -3.409 -0.385
C -0.022 2.853 -3.166
H -5.607 -1.757 -0.064
H 2.999 -5.075 0.608
Te 2.796 4.420 -1.364
N 2.424 -1.031 0.170
N 1.359 0.971 4.526
C -2.435 -1.675 1.086
H -0.121 1.860 1.816
C -1.566 3.621 -1.501
C 0.822 -3.815 -0.645
H -4.649 -0.130 -1.637
H -4.176 -2.776 1.665
C -1.874 -0.729 0.216
Se 2.229 3.205 0.777
C 0.257 0.614 -0.169
C -0.236 1.641 -1.080
C 3.182 -4.452 -0.273
C -4.567 -1.478 0.013
Se 3.836 0.796 -1.531
H 0.196 -2.931 -0.747
C -3.761 -2.045 0.985

# 7
Entry from the OMol25 dataset: a 2-piece molecular cluster, C18H21F17INO4P overall (ωB97M-V with the def2-TZVPD basis set).

total charge = +1
total energy = -92252.292 eV
highest occupied orbital energy = -0.421 Ha

Atoms and positions in Å:
C 5.056 -0.244 3.476
H -1.016 1.900 -6.951
C -2.054 1.828 -1.761
C 2.986 -0.376 1.636
F 2.907 -0.991 0.255
H -3.888 -0.573 -7.478
C 4.600 -0.182 1.907
H -0.704 0.171 -1.766
O -2.039 -0.085 -3.268
H -3.422 -2.260 -7.365
H -0.053 -2.323 2.576
C -4.404 -1.526 -5.588
F 5.256 -1.367 1.236
H -5.276 -0.930 -5.298
O -1.679 0.853 -5.340
F 7.174 1.319 3.329
C -1.239 0.789 -2.497
H -2.762 1.346 -1.079
F 2.519 1.531 0.086
F 7.505 -1.150 3.108
F 2.320 -1.350 2.530
H -5.134 -1.834 -7.603
C -1.028 -2.859 5.920
C -0.473 -1.301 5.672
F 0.091 -0.430 0.860
F 4.455 0.853 4.325
F 1.548 0.577 4.595
H -2.640 2.440 -2.454
F 6.896 -0.152 5.184
H -1.403 2.486 -1.179
F 2.661 2.133 2.380
H -0.510 -3.409 6.814
I -1.987 -5.077 3.708
F 4.759 -1.566 4.146
F 0.056 1.892 0.423
H -4.590 -2.547 -5.236
O -3.228 -1.061 -4.948
F -1.736 1.082 2.572
C -0.261 1.303 2.816
P -3.082 0.534 -4.501
C -0.796 -3.369 4.380
H -1.898 -1.737 3.195
F -0.142 2.793 3.041
H 0.352 -3.692 4.313
H -0.243 -0.787 6.698
C -4.210 -1.547 -7.095
F 5.183 1.014 1.194
C 6.704 -0.048 3.688
C -1.483 2.102 -5.983
H -1.046 3.268 -4.216
H 0.366 2.480 -4.927
C 2.163 1.066 1.482
C -0.572 2.992 -5.161
C 0.525 0.889 1.459
O -4.015 1.089 -5.605
H -0.473 1.246 -3.125
C -0.783 -1.978 3.457
H -2.422 2.628 -6.178
N -0.367 -0.863 4.371
H -0.340 3.915 -5.702
H -2.214 -2.793 5.992
F -0.586 1.337 5.288
C 0.111 0.551 4.196

# 8
Entry from the OMol25 dataset: an isolated ion of composition C18H21F2N2 and charge +1 (ωB97M-V with the def2-TZVPD basis set).

total charge = +1
SMILES = NC[C@@H]1CCC[N@@H+]1C(c1cccc(F)c1)c1cccc(F)c1
energy above the lowest of the compared OMol25 structures with the same formula, charge and spin = 0.598 eV
total energy = -27412.943 eV
highest occupied orbital energy = -0.432 Ha

Atoms and positions in Å:
C -1.651 1.039 2.851
C 0.146 -2.722 -2.685
H -2.545 2.683 1.736
F 2.634 -2.954 2.748
C 0.410 -0.560 -1.558
H 4.535 -1.203 3.182
H 2.878 1.711 0.352
C -0.328 -2.146 -3.856
H -0.107 -0.524 2.479
H -0.819 -0.592 0.560
C 2.832 0.735 0.851
H 0.271 1.099 -2.962
C -0.217 -0.746 -3.955
H -2.537 0.600 -2.245
C 0.623 -1.958 -1.590
H -1.949 3.005 -0.599
C 2.740 -1.750 2.065
H -0.539 -0.254 -4.891
C 1.744 -0.113 0.586
C 3.832 0.339 1.763
F 0.045 -4.098 -2.560
C 0.624 0.330 -0.331
H 0.443 1.386 -0.520
H -2.182 2.116 -2.777
H -3.591 1.233 1.814
H 0.519 1.129 2.389
H -2.078 0.113 3.252
C 1.700 -1.359 1.208
C 3.814 -0.917 2.388
H 0.893 -2.073 1.017
H 1.176 -2.519 -0.840
C -2.004 0.949 0.444
H 4.555 1.093 2.095
C -0.367 0.512 2.211
C 0.163 0.022 -2.827
H -3.421 1.962 -0.651
H -0.789 -2.761 -4.657
C -2.551 1.571 1.715
N -0.638 0.474 0.758
H -1.492 1.789 3.645
C -2.292 1.929 -0.703
N -1.932 1.424 -2.051
H -2.547 0.009 0.150

# 9
Entry from the OMol25 dataset: C18H21F5MnN2O5S5 as an isolated structure (ωB97M-V with the def2-TZVPD basis set).

total charge = -2
total energy = -131310.052 eV
2S+1 = 2
highest occupied orbital energy (alpha / beta) = -0.071 / -0.071 Ha

Atoms and positions in Å:
O -0.428 -0.377 -1.191
C -3.725 -4.771 3.299
C -0.745 3.533 0.565
H -2.262 2.656 3.563
C 2.800 -0.175 -4.734
Mn 0.408 0.497 0.571
S -5.527 -2.353 0.260
H 1.919 3.088 0.918
F 0.946 -2.869 1.871
H -1.909 0.237 -3.394
N -1.079 1.244 2.494
S -3.652 -6.047 4.340
H 4.315 0.409 -1.753
H 7.011 0.782 -4.168
C -5.640 -0.612 0.789
C -0.152 -0.467 -2.398
N 2.227 2.142 1.103
C 3.555 0.195 -2.490
H 6.324 -0.168 -2.823
F 0.216 -2.013 3.710
F 2.287 -2.559 3.512
H -6.288 -0.116 0.073
C -1.341 -0.691 -3.330
S -2.410 -1.358 1.050
S -2.421 -3.658 3.021
H -2.706 2.728 1.013
O 2.111 -0.069 -0.706
O -0.279 4.669 0.451
H -1.978 -1.446 -2.872
C -3.207 -2.656 1.755
C 2.254 -0.071 -1.962
H -4.637 -0.194 0.761
H 5.957 1.569 -2.963
F 1.494 0.186 3.540
C 6.135 0.649 -3.530
S -5.149 -4.411 2.380
O -0.333 2.494 -0.009
H 2.961 1.863 0.465
C 1.191 -0.335 -2.909
H 0.759 -0.595 -5.004
H -6.060 -0.568 1.789
C 3.828 0.132 -3.827
F 2.864 -0.556 2.023
H -0.686 0.809 3.325
C 1.526 -0.385 -4.272
C 1.499 -0.573 2.336
H -1.891 0.701 2.199
C -4.491 -3.041 1.499
H 2.530 2.030 2.059
H -0.594 3.149 3.175
C -1.471 2.617 2.787
H -2.379 4.304 1.784
O 5.072 0.353 -4.393
C -1.955 3.331 1.525
H 3.038 -0.229 -5.786
H -1.073 -1.009 -4.331
C 1.241 -1.997 2.842